{"formula": "C77H68N2O12", "method": "the ωB97M-V functional and the def2-TZVPD basis", "homo_lumo_gap_ev": 7.41, "fmax_ev_per_a": 3.33, "total_charge": 0, "smiles": "CCCN[C@](CNC)(COc1ccccc1)OC(=O)OC[C@H](C)CC(C)C.O=C1c2ccccc2C(=O)c2ccccc21.O=C1c2ccccc2C(=O)c2ccccc21.O=C1c2ccccc2C(=O)c2ccccc21.O=C1c2ccccc2C(=O)c2ccccc21", "homo_energy_ev": -8.528, "species": ["O", "O", "O", "O", "O", "O", "O", "O", "O", "O", "O", "O", "N", "N", "C", "C", "C", "C", "C", "C", "C", "C", "C", "C", "C", "C", "C", "C", "C", "C", "C", "C", "C", "C", "C", "C", "C", "C", "C", "C", "C", "C", "C", "C", "C", "C", "C", "C", "C", "C", "C", "C", "C", "C", "C", "C", "C", "C", "C", "C", "C", "C", "C", "C", "C", "C", "C", "C", "C", "C", "C", "C", "C", "C", "C", "C", "C", "C", "C", "C", "C", "C", "C", "C", "C", "C", "C", "C", "C", "C", "C", "H", "H", "H", "H", "H", "H", "H", "H", "H", "H", "H", "H", "H", "H", "H", "H", "H", "H", "H", "H", "H", "H", "H", "H", "H", "H", "H", "H", "H", "H", "H", "H", "H", "H", "H", "H", "H", "H", "H", "H", "H", "H", "H", "H", "H", "H", "H", "H", "H", "H", "H", "H", "H", "H", "H", "H", "H", "H", "H", "H", "H", "H", "H", "H", "H", "H", "H", "H"], "xyz": [[-0.639297, -2.879449, -1.276451], [5.903161, -0.939126, 0.287751], [-6.523086, -8.881886, -2.010917], [2.564794, 3.359967, 3.809037], [-5.747443, -1.528503, -0.030117], [8.290263, -4.780345, -2.546338], [-2.693838, -3.377251, -0.052617], [-2.606666, -6.562307, -4.798394], [6.465192, 3.653586, 7.439236], [-3.350366, 9.422928, 0.127891], [-0.675329, -3.857949, 0.711473], [0.566222, 6.889224, -2.465115], [-3.956954, -2.190065, -2.263136], [-2.566575, -1.202518, 1.103556], [0.235909, -0.518989, -1.622532], [5.156643, 6.032130, 6.776726], [-6.583721, 0.723406, -0.313073], [5.796423, 1.113391, 6.485692], [8.207414, -0.237038, -1.129822], [9.498344, -2.260888, -2.539747], [4.920105, -5.797397, -0.291133], [-6.495693, -9.307782, -4.772009], [-5.554839, 0.146914, 1.882656], [3.828976, 4.732077, 5.237757], [-5.799018, 1.540058, 2.291489], [-6.432575, 2.528448, 1.431530], [4.115419, 2.195063, 5.133360], [-5.543187, -8.532468, -4.117042], [-3.219955, 9.734489, -4.037890], [7.763693, -3.913030, -1.876451], [3.180306, 5.891443, 4.821908], [-0.487397, 7.305263, -0.406926], [-6.849445, 2.082295, 0.101050], [-2.371578, 8.906048, -1.943727], [-3.483098, -7.113475, -4.160084], [-4.793795, -2.359350, 0.630379], [3.513496, 7.113219, 5.387243], [-3.345650, -1.319324, -1.210912], [5.940309, -3.209386, -0.316316], [4.830220, 4.804753, 6.207161], [-1.499470, 7.983397, 0.274192], [0.397226, 6.492742, 0.295994], [-2.506087, -6.327539, -2.014343], [0.151252, -0.582664, -3.201423], [-1.226927, 8.382700, -4.002780], [10.023025, -0.976843, -2.528705], [-4.583269, -7.482499, -0.565594], [-3.386006, -1.223504, 4.777073], [-3.272021, -1.918777, -3.553205], [4.495504, 7.182482, 6.371788], [5.148970, 2.272732, 6.068082], [6.463307, -1.820661, -0.336158], [5.401287, -0.119208, 5.986900], [-5.457554, -8.797642, -6.883977], [4.357329, -0.199077, 5.069229], [-2.486797, -0.598528, 3.603610], [-5.613011, -8.378226, -2.641953], [8.326140, -2.539592, -1.843125], [1.645322, 2.475500, 0.313135], [-5.927884, -0.283914, 0.546497], [4.321349, -4.803740, 0.478915], [6.551950, -4.209956, -1.072640], [7.686871, -1.528233, -1.124031], [-4.502186, -8.029487, -6.235018], [-3.516045, -7.016186, -2.680056], [-1.331461, 8.265900, -2.619502], [-1.325858, -3.358595, -0.181903], [2.165188, 2.601276, -2.175802], [-2.534377, -6.218940, -0.631794], [-1.606415, 7.865102, 1.657022], [6.032935, -5.501907, -1.065014], [3.718801, 0.955115, 4.639864], [1.489543, 0.338864, -1.124494], [0.380207, -1.918388, -0.919711], [-3.577216, -6.790129, 0.092045], [0.278666, 6.365712, 1.674163], [-6.449183, -9.444651, -6.151532], [-2.476078, 8.820999, -0.465527], [4.827629, -3.512082, 0.462762], [-3.318075, 9.634969, -2.657873], [-4.535076, -7.903647, -4.848959], [-0.719235, 7.058401, 2.354656], [1.213151, 1.895171, -1.106119], [-4.551094, -7.605961, -1.952284], [5.556406, 3.582490, 6.634772], [9.372184, 0.037230, -1.831187], [-2.168785, 9.115870, -4.709334], [3.435150, 3.424029, 4.656441], [-2.394189, -1.734531, 2.473260], [-3.284286, -2.070745, 0.194574], [-0.342342, 7.444272, -1.877442], [9.778423, 1.042045, -1.830954], [-3.729065, -7.532112, -6.808381], [-6.913103, 0.410887, -1.337233], [1.815756, 3.580875, 0.277636], [-7.272166, -9.808802, -4.206305], [0.854550, 2.301322, 1.097770], [4.746301, 8.135989, 6.821709], [-3.211871, -0.823302, -3.792955], [1.704604, 0.031025, -0.059836], [6.498509, -6.279252, -1.659028], [-0.413641, 7.898491, -4.529961], [-1.708733, -0.819421, 0.710043], [-4.930510, -1.881303, -2.352036], [-0.807008, 6.964506, 3.431084], [-5.492330, 1.896673, 3.305041], [-2.768222, -1.754195, 5.541515], [-2.384285, 8.398282, 2.190479], [1.178044, 5.953743, -0.227651], [-5.090374, -0.571619, 2.586263], [2.581507, 1.985039, 0.694875], [6.606207, 1.170311, 7.203217], [0.111962, -1.612134, -3.627777], [1.028464, 0.005510, -3.596809], [-4.134824, 10.122274, -2.138856], [0.965261, 5.727549, 2.219663], [-4.911288, -2.409218, 1.746448], [-2.915639, 0.354086, 3.212321], [10.939805, -0.763723, -3.065986], [-2.088294, 9.202046, -5.786729], [-3.870141, -0.324300, -1.134315], [1.645460, 3.468190, -2.671455], [2.412031, 5.841632, 4.060210], [-4.171107, -1.922550, 4.376506], [-3.870079, -2.426611, -4.360065], [2.908986, 0.887656, 3.922943], [-5.390557, -7.929637, 0.002289], [-7.371409, 2.741972, -0.636315], [-7.187642, -10.054679, -6.658752], [-3.961736, -0.390452, 5.277720], [-2.259441, -2.405895, -3.482906], [-0.749849, 0.024119, -3.503411], [5.923879, 6.091378, 7.539446], [-2.317115, -1.074264, -1.595253], [3.110667, 2.922254, -1.664253], [-5.427722, -8.898065, -7.962801], [4.043617, -1.163732, 4.687470], [4.519736, -6.804481, -0.283583], [10.005321, -3.045825, -3.088163], [-1.746632, -5.689011, -0.116697], [-1.470088, -0.473616, 4.063944], [0.489923, -1.725273, 0.175645], [2.364806, 1.846336, -2.980503], [7.707206, 0.553982, -0.583963], [0.138699, 2.166591, -1.251908], [-5.009855, -3.409015, 0.278573], [-6.622610, 3.585335, 1.708217], [-0.661376, 0.044665, -1.232257], [-1.693475, -5.877652, -2.573135], [1.366713, -2.355015, -1.256478], [3.457407, -5.037893, 1.090298], [4.354888, -2.742819, 1.062027], [-3.021852, -2.628345, 2.709175], [5.904130, -1.021076, 6.316158], [-1.325296, -2.103036, 2.539196], [3.004064, 8.014122, 5.065085], [-3.962114, 10.296627, -4.592685], [2.390502, 0.085286, -1.744136], [-3.601843, -6.697756, 1.171931]], "forces_ev_per_a": [[-2.1, 0.8, 0.8], [0.0, -0.1, -0.1], [0.1, 0.0, -0.1], [0.0, 0.0, 0.0], [0.5, 0.8, 1.5], [-0.1, 0.1, 0.1], [1.3, 0.6, -0.6], [-0.1, -0.1, 0.0], [-0.1, 0.0, -0.1], [0.1, -0.1, -0.1], [-0.4, 0.3, -0.5], [-0.1, 0.0, 0.1], [0.2, 1.4, 0.1], [-1.0, -1.4, 0.3], [0.5, 0.1, 0.3], [0.0, 0.2, 0.0], [0.3, 0.0, 1.0], [0.0, -0.2, 0.0], [0.1, 0.1, 0.0], [0.2, 0.1, -0.1], [0.1, 0.1, 0.0], [-0.1, -0.1, -0.2], [-0.8, 1.1, -1.2], [0.1, 0.1, 0.1], [-0.6, 0.0, -1.4], [0.2, -2.4, -1.2], [0.1, -0.2, 0.1], [0.1, 0.0, -0.2], [0.1, 0.0, 0.1], [0.3, -0.5, -0.4], [0.0, 0.2, 0.0], [-0.1, 0.0, 0.2], [1.0, -1.6, 1.1], [0.1, 0.0, -0.2], [0.5, 0.3, -0.3], [0.8, -2.0, 0.0], [0.0, -0.1, 0.0], [0.1, -0.1, -0.4], [0.0, -0.2, 0.0], [-0.1, 0.1, -0.1], [0.1, -0.1, 0.1], [0.1, -0.1, 0.3], [0.1, 0.1, 0.2], [0.0, 1.3, 0.5], [-0.1, 0.1, -0.2], [-0.1, 0.0, 0.0], [0.1, 0.1, 0.2], [-0.5, 1.2, -0.2], [-0.4, -0.8, -0.1], [0.0, -0.1, 0.0], [-0.1, -0.2, -0.1], [-0.3, 0.5, 0.3], [0.0, 0.1, 0.0], [0.0, 0.0, 0.1], [0.0, 0.1, 0.0], [-0.7, -2.1, 0.7], [-0.5, -0.2, 0.4], [0.0, 0.2, 0.1], [-0.6, -0.2, 0.2], [-0.9, 3.2, 0.3], [0.1, 0.0, -0.1], [-0.2, 0.0, 0.1], [0.2, 0.0, -0.1], [-0.1, -0.1, -0.2], [0.0, 0.0, 0.2], [-0.2, 0.1, -0.1], [1.2, -0.9, 1.7], [-1.1, -0.4, -0.2], [-0.1, -0.2, -0.1], [0.1, -0.1, 0.2], [-0.1, -0.1, 0.1], [0.0, -0.2, 0.0], [-1.1, -0.3, 0.4], [1.7, 0.9, -0.6], [0.0, 0.0, -0.2], [0.0, 0.1, -0.1], [0.1, 0.1, 0.1], [-0.5, 0.3, 0.3], [-0.2, -0.2, 0.1], [-0.1, 0.1, -0.2], [-0.2, -0.1, -0.1], [0.0, 0.0, -0.1], [1.8, 0.6, 0.6], [0.1, 0.1, 0.0], [0.5, 0.0, 0.4], [0.0, -0.1, 0.0], [0.0, 0.0, 0.1], [-0.4, 0.0, -0.4], [2.4, 0.9, 0.6], [-1.1, 2.4, -1.9], [0.5, -0.3, -0.3], [0.0, -0.1, 0.0], [0.0, 0.0, 0.2], [0.4, 0.2, 1.1], [-0.1, -0.9, -0.1], [0.1, 0.1, 0.1], [0.7, 0.1, -0.7], [0.0, -0.1, 0.0], [0.2, -0.8, 0.1], [-0.1, 0.2, -1.0], [0.1, 0.2, 0.0], [0.0, 0.0, 0.2], [-0.3, -0.2, 0.1], [0.4, -0.4, 0.1], [0.0, 0.0, -0.1], [-0.2, -0.7, -0.9], [-0.5, 0.4, -0.7], [0.0, 0.0, -0.2], [-0.1, 0.1, -0.1], [-0.3, 0.8, -0.5], [-0.7, 0.5, -0.5], [-0.1, 0.2, 0.0], [0.0, 0.9, 0.4], [-0.8, -0.9, 0.1], [0.1, -0.1, 0.1], [0.0, 0.0, -0.1], [0.0, 0.4, -1.1], [0.5, -0.8, 0.3], [-0.1, 0.0, 0.0], [0.0, 0.0, 0.1], [0.4, -1.0, 0.2], [0.7, -0.6, 0.7], [0.1, -0.1, 0.1], [0.8, 0.6, 0.3], [0.7, 0.5, 0.6], [0.1, 0.2, 0.0], [0.0, 0.0, -0.2], [0.6, -0.5, 0.9], [0.0, 0.0, 0.0], [0.7, -0.9, -0.2], [-0.9, 0.7, -0.3], [0.8, -0.9, 0.0], [0.0, -0.2, -0.1], [-0.9, -0.4, 0.8], [-0.8, -0.3, -0.7], [0.0, 0.0, 0.1], [0.0, 0.1, 0.0], [0.0, 0.1, 0.0], [-0.2, 0.0, 0.1], [0.0, -0.2, 0.0], [-0.9, 0.4, -0.7], [-0.5, -0.6, -0.7], [0.2, 0.9, 0.6], [-0.1, -0.2, 0.0], [0.8, -0.5, -0.2], [0.2, 1.2, 0.2], [0.3, -1.0, 0.1], [0.8, -0.8, -0.3], [-0.1, -0.1, -0.1], [-1.0, 0.3, 0.3], [0.0, 0.0, 0.0], [0.1, 0.1, -0.1], [0.3, 1.0, -0.5], [0.0, 0.1, 0.0], [-1.2, 0.0, 0.0], [0.0, -0.1, 0.0], [0.0, 0.0, 0.0], [-0.8, 0.3, 0.6], [0.0, 0.0, -0.1]]}